# C8H22O12P2S

A cluster of 3 separate species, C8H22O12P2S in total (the ωB97M-V functional and the def2-TZVPD basis, OMol25).

The highest occupied orbital energy comes out at -10.7 eV. The value obtained for the largest force on an atom is 0.094 hartree/bohr. The calculation puts the total energy at -62636.50130 eV. The calculation puts the energy above the lowest of the compared OMol25 structures with the same formula, charge and spin at 2.002 eV.

```
! RIJCOSX wB97M-V def2-TZVPD def2/J DEFGRID3
* xyz 0 1
C -5.800 -13.037 28.913
H -6.650 -22.128 29.318
S -7.872 -12.712 27.316
H -11.454 -8.567 30.893
C -5.745 -14.019 27.802
H -7.372 -20.661 29.973
H -5.813 -13.377 29.948
H -3.290 -17.634 27.912
O -9.344 -12.848 27.533
H -4.982 -12.319 28.858
O -5.139 -18.082 28.254
C -10.976 -7.724 30.393
C -7.205 -6.799 31.606
O -5.598 -20.373 29.109
O -7.363 -11.889 26.210
H -8.275 -17.355 30.362
C -4.061 -18.190 27.377
O -7.069 -14.138 27.202
H -6.934 -16.493 29.629
H -11.645 -7.362 29.612
H -7.537 -9.761 29.372
O -3.884 -18.952 30.420
H -5.090 -13.553 27.066
H -5.465 -15.009 28.161
O -6.984 -12.352 28.730
O -7.783 -8.070 28.186
H -6.064 -21.284 30.844
O -9.965 -8.304 29.642
H -7.533 -9.883 27.631
H -6.106 -9.216 28.475
C -7.406 -17.472 29.715
H -4.140 -17.821 26.354
H -6.380 -7.354 32.054
H -7.820 -17.545 28.710
P -8.578 -7.411 29.441
H -6.831 -5.926 31.072
O -7.769 -7.824 30.817
H -3.678 -19.194 27.197
C -7.195 -9.265 28.463
O -6.465 -18.283 30.364
O -8.780 -5.977 29.185
C -6.430 -21.187 29.822
H -7.919 -6.430 32.342
H -10.727 -6.936 31.103
P -5.174 -18.917 29.639
*
```

***

# C8H23CaNO4

A structure of composition C8H23CaNO4 (the ωB97M-V functional and the def2-TZVPD basis, OMol25).

The highest occupied orbital energy comes out at -16.4 eV. The value obtained for the largest force on an atom is 0.056 hartree/bohr. The calculation puts the total energy at -36770.75378 eV.

```
! RIJCOSX wB97M-V def2-TZVPD def2/J DEFGRID3
* xyz 2 1
H -4.850 -0.297 0.883
H 0.494 4.471 3.084
C -3.145 -1.640 -0.561
H 4.209 1.975 -0.163
H 1.634 -0.292 -3.037
C -0.513 4.121 3.311
C -0.169 -1.311 -2.777
H 1.803 -2.072 -3.073
O 1.639 -1.308 -1.208
H -4.196 -1.677 -0.848
Ca -0.108 0.226 0.648
H 3.506 -1.891 -1.630
H 4.757 2.858 1.258
H 3.275 1.661 2.442
C 2.710 -2.178 -0.943
H -0.358 -2.126 -3.476
H 2.398 -3.175 -1.255
H -2.833 -2.497 0.037
H -2.454 -0.497 -2.175
H -0.964 4.504 4.227
C 1.310 -1.230 -2.587
C 4.335 1.912 0.918
H 3.096 -2.112 0.074
H -3.638 0.775 1.596
O 3.074 1.554 1.509
H 5.100 1.153 1.084
H -0.958 -2.790 -1.493
H -2.629 -2.238 -2.628
H -0.681 -0.489 -3.276
O -0.646 2.694 3.148
N -0.897 -1.784 -1.558
C -2.295 -1.531 -1.869
H -0.328 2.315 3.970
H -3.798 -0.817 2.188
O -2.806 -0.556 0.302
H -1.245 4.532 2.616
C -3.828 -0.244 1.261
*
```

***

# C8H23CuNO7P

A structure of composition C8H23CuNO7P (the ωB97M-V functional and the def2-TZVPD basis, OMol25).

The highest occupied orbital energy comes out at 0.5 eV. The value obtained for the largest force on an atom is 0.049 hartree/bohr. The calculation puts the total energy at -78421.94024 eV. The calculation puts the energy above the lowest of the compared OMol25 structures with the same formula, charge and spin at 0.000 eV.

```
! RIJCOSX wB97M-V def2-TZVPD def2/J DEFGRID3
* xyz -2 1
H -0.549 -0.313 -1.900
H -0.091 2.228 -2.677
C -1.544 -0.019 -1.544
C -2.432 -2.290 3.575
H -0.841 -2.897 2.164
C 2.885 2.115 -1.507
H -0.455 -3.005 3.901
H 3.480 1.007 -3.225
H 0.409 1.527 -0.473
H -2.438 -1.996 4.625
H 0.655 -1.218 3.178
C -1.170 2.283 -2.519
C -0.973 -2.410 3.137
H -2.958 -2.118 -1.299
H -1.446 3.328 -2.371
O -0.393 -1.136 3.146
C -1.538 1.464 -1.279
O 2.202 0.414 1.376
C 3.005 1.967 -3.026
H -2.907 -2.138 0.493
N -0.572 1.629 -0.175
Cu 0.078 -0.231 0.783
H -2.275 -0.248 -2.338
H -0.592 2.573 0.209
H -1.650 1.928 -3.439
O 3.896 -1.537 1.528
H 2.304 0.815 -0.022
O 2.051 1.131 -0.984
P 2.439 -1.117 1.681
H -1.530 -2.730 -0.458
H -2.469 1.860 -0.864
H 2.044 2.028 -3.541
H 3.859 1.991 -1.017
H -2.944 -3.255 3.462
O 1.999 -1.351 3.173
C -2.325 -1.982 -0.413
H 2.556 3.144 -1.279
H -3.027 -1.592 2.981
O -1.850 -0.660 -0.343
H 3.612 2.771 -3.458
O 1.498 -1.958 0.740
*
```

***

# C8H23NO7Pd

A structure of composition C8H23NO7Pd (the ωB97M-V functional and the def2-TZVPD basis, OMol25).

The highest occupied orbital energy (spin up / spin down) comes out at 1.6 / 1.6 eV. The value obtained for the largest force on an atom is 0.075 hartree/bohr. The calculation puts the total energy at -27962.41275 eV. The calculation puts the energy above the lowest of the compared OMol25 structures with the same formula, charge and spin at 0.840 eV. The expectation value of S² is 2.011.

```
! RIJCOSX wB97M-V def2-TZVPD def2/J DEFGRID3
* xyz -2 3
H -0.442 0.608 -3.532
C -2.979 -2.006 0.876
H -3.429 -2.087 1.888
C -0.335 -1.476 -3.966
H 2.096 4.735 -0.567
H 0.330 -1.228 -4.825
O -0.184 -2.785 -3.613
C 1.147 4.371 -0.974
H 0.934 -0.213 -2.721
C -2.121 -3.302 0.613
H 1.465 0.883 -0.204
H 1.998 0.326 1.191
C 0.296 1.538 2.830
O 0.860 3.055 -0.545
H -0.650 1.530 0.944
H 0.790 -1.142 2.644
H 0.371 0.540 3.248
H 0.715 -2.664 2.758
H 0.219 3.717 1.242
H -1.439 -3.362 1.491
H 0.379 5.073 -0.630
O 1.863 -2.252 -0.239
N 1.130 0.498 0.679
H 2.661 -1.839 -0.586
H 1.087 2.135 3.309
H 1.989 -3.201 -0.367
H -2.779 -4.191 0.696
O 0.353 -1.911 2.273
H -0.612 2.033 3.175
H -1.378 -1.343 -4.333
H -3.816 -2.089 0.159
C 0.911 2.953 0.856
Pd -0.216 -1.380 0.106
C -0.154 -0.283 -2.943
O -2.310 -0.789 0.797
C 0.373 1.589 1.325
H 1.165 4.328 -2.059
O -0.791 -0.180 -1.687
O -1.413 -3.309 -0.578
H 1.916 3.121 1.270
*
```

***

# C8H24BF4KO4

A structure of composition C8H24BF4KO4 (the ωB97M-V functional and the def2-TZVPD basis, OMol25).

The highest occupied orbital energy comes out at -10.5 eV. The value obtained for the largest force on an atom is 0.013 hartree/bohr. The calculation puts the total energy at -44754.31313 eV. The calculation puts the energy above the lowest of the compared OMol25 structures with the same formula, charge and spin at 0.078 eV.

```
! RIJCOSX wB97M-V def2-TZVPD def2/J DEFGRID3
* xyz 0 1
F -1.426 -0.627 -40.332
B -1.169 -1.382 -39.171
H -3.613 -0.739 -32.152
C -7.195 0.054 -36.744
C -1.786 2.906 -35.025
H -3.623 2.952 -35.774
H -2.850 -1.914 -33.978
C -0.488 2.303 -35.496
H -8.059 -1.420 -38.026
H 0.354 2.746 -34.967
F -2.397 -1.967 -38.736
H -2.053 2.551 -34.017
H -3.456 0.697 -40.482
H -3.467 0.709 -33.126
H -1.770 2.566 -40.399
K -3.235 -0.145 -36.840
H -5.323 2.063 -39.005
H -1.736 3.996 -34.961
H -2.588 3.206 -38.960
F -0.716 -0.518 -38.127
C -2.400 2.304 -39.548
H -7.983 -0.005 -35.986
H -1.545 0.639 -31.665
H -0.485 1.220 -35.395
H -4.144 2.280 -40.801
H -6.854 -2.070 -36.907
C -7.106 -1.216 -37.534
C -3.017 -0.266 -32.942
O -3.139 -1.013 -34.153
O -4.612 1.424 -38.952
H -0.356 2.533 -36.557
O -2.793 2.506 -35.967
F -0.208 -2.355 -39.423
H -6.348 -1.126 -38.316
H -7.441 0.893 -37.405
H -6.049 1.063 -35.553
O -5.923 0.290 -36.111
H -0.913 0.216 -33.253
H -1.807 1.627 -38.929
C -1.586 -0.112 -32.458
C -3.683 1.660 -40.026
H -1.189 -1.045 -32.054
*
```

***

# C8H24ClI2P2PdS

A structure of composition C8H24ClI2P2PdS (the ωB97M-V functional and the def2-TZVPD basis, OMol25).

The highest occupied orbital energy (spin up / spin down) comes out at -18.4 / -19.0 eV. The value obtained for the largest force on an atom is 0.066 hartree/bohr. The calculation puts the total energy at -70271.09164 eV. The calculation puts the energy above the lowest of the compared OMol25 structures with the same formula, charge and spin at 0.351 eV. The expectation value of S² is 6.017.

```
! RIJCOSX wB97M-V def2-TZVPD def2/J DEFGRID3
* xyz 3 5
P -1.221 -2.471 -0.542
C -0.602 -2.785 1.147
Pd -0.618 -0.907 -2.081
P -0.329 1.390 -2.170
H 0.103 2.885 -0.325
H -3.225 -3.741 -0.088
S 2.542 0.450 4.535
H 1.627 2.343 -1.091
H -1.642 3.083 -3.224
I -0.276 0.983 2.372
I 1.470 -0.093 0.593
H 0.494 -2.792 1.149
C 3.864 1.353 3.683
H 1.551 2.601 3.899
C 0.554 1.280 -3.759
H -0.977 -3.760 1.490
C -0.721 -3.965 -1.461
H 0.140 0.439 -4.332
H -2.309 2.611 -1.614
C 1.489 1.941 4.778
H -3.341 -2.057 0.525
H -1.264 -4.837 -1.092
H 0.441 1.598 4.854
Cl -2.587 -1.008 -3.290
H 0.595 3.574 -1.922
H -2.587 1.542 -3.028
H 1.614 1.092 -3.549
H 0.357 -4.111 -1.342
H -0.950 -3.791 -2.515
H 1.800 2.439 5.723
C 0.602 2.679 -1.280
C -3.013 -2.686 -0.311
H 3.577 2.406 3.529
H 4.774 1.328 4.295
H 3.999 0.871 2.701
H -0.945 -1.984 1.817
C -1.885 2.243 -2.558
H 0.417 2.229 -4.285
H -3.520 -2.371 -1.230
*
```